[1]
# C19H18HgNO

A structure of composition C19H18HgNO at a distorted geometry (ωB97M-V with the def2-TZVPD basis set, the OMol25 dataset).

```
40
Properties=species:S:1:pos:R:3:mulliken_charge:R:1
C -3.33 1.66 0.18 -0.667
C -2.66 2.23 1.28 0.040
C -1.39 2.64 0.85 -0.886
H -3.05 2.33 2.28 0.589
C -1.27 2.33 -0.52 -0.294
C -2.47 1.72 -0.94 -0.951
H -2.69 1.38 -1.93 0.433
H -4.32 1.25 0.18 0.458
H -0.62 3.08 1.47 0.317
H -0.41 2.49 -1.14 0.645
C -1.10 -1.24 2.54 -0.695
C -2.29 -0.52 2.77 -0.606
C -3.24 -0.92 1.80 0.127
H -2.46 0.18 3.58 0.489
C -2.62 -1.83 0.94 -0.883
C -1.29 -2.03 1.40 -0.444
H -0.54 -2.63 0.92 0.483
H -0.18 -1.12 3.07 0.416
H -4.25 -0.56 1.72 0.329
H -3.07 -2.31 0.09 0.428
Hg -1.46 0.26 0.68 1.392
O 0.38 0.23 0.66 -0.572
C 1.46 0.94 0.14 -0.907
C 1.78 0.53 -1.25 -0.712
H 1.28 2.02 0.19 0.231
H 2.33 0.76 0.79 0.419
H 1.16 0.98 -2.01 0.118
H 3.36 0.80 -3.36 0.341
C 3.57 -0.09 -2.79 -0.618
C 2.79 -0.36 -1.63 0.732
C 3.09 -1.55 -0.91 -0.425
H 2.52 -1.80 -0.03 0.330
C 4.10 -2.39 -1.32 -0.441
H 4.31 -3.29 -0.75 0.347
C 4.86 -2.10 -2.45 -0.491
H 5.65 -2.77 -2.77 0.329
C 4.58 -0.94 -3.18 -0.374
H 5.16 -0.71 -4.06 0.324
N -4.39 0.79 2.03 -1.234
C -3.26 0.59 1.50 0.882
```

Output
energy relative to the best compared isomer or geometry (same formula, charge and spin): 1327.0 kJ/mol
E: -27687.7052 eV
gap between HOMO and LUMO: 3.69 eV
E_LUMO: 2.2 eV
net charge: -1

[2]
# C19H18N2O4

An isolated molecule of C19H18N2O4 at a distorted geometry (ωB97M-V with the def2-TZVPD basis set, the OMol25 dataset).

```
43
Properties=species:S:1:pos:R:3:mulliken_charge:R:1
C 7.75 -1.85 -0.74 -1.036
C 6.96 -1.04 -1.75 -0.419
O 6.30 0.07 -1.17 -0.453
C 5.17 -0.13 -0.43 0.644
C 4.65 1.00 0.20 -0.953
C 3.50 0.94 0.95 -0.144
C 2.82 -0.27 1.09 0.481
O 1.69 -0.46 1.84 -0.456
C 0.91 0.65 2.25 -0.986
C 0.13 1.23 1.11 0.571
C 0.44 2.16 0.15 -0.103
C -0.69 2.26 -0.69 -1.045
C -1.61 1.37 -0.19 0.548
C -2.96 1.06 -0.68 0.261
O -3.45 1.63 -1.64 -0.702
N -3.57 0.08 0.04 -0.049
C -4.84 -0.47 -0.13 0.658
C -5.73 -0.08 -1.13 -0.430
C -6.96 -0.70 -1.20 -0.397
C -7.26 -1.70 -0.28 -0.322
N -6.43 -2.08 0.67 -0.590
C -5.25 -1.49 0.74 -0.421
O -1.11 0.75 0.90 -0.339
C 3.33 -1.40 0.47 -0.993
C 4.49 -1.34 -0.28 -0.026
H 8.48 -1.22 -0.24 0.302
H 8.28 -2.66 -1.25 0.353
H 7.10 -2.28 0.02 0.336
H 6.24 -1.67 -2.29 0.332
H 7.64 -0.59 -2.48 0.311
H 5.18 1.93 0.08 0.402
H 3.14 1.84 1.42 0.368
H 0.21 0.24 2.98 0.323
H 1.53 1.42 2.73 0.390
H 1.35 2.71 0.06 0.515
H -0.82 2.88 -1.54 0.524
H -3.04 -0.31 0.81 0.195
H -5.45 0.70 -1.82 0.517
H -7.67 -0.42 -1.96 0.372
H -8.22 -2.21 -0.30 0.361
H -4.60 -1.84 1.53 0.349
H 2.81 -2.33 0.59 0.415
H 4.85 -2.25 -0.74 0.336
```

Output
energy relative to the best compared isomer or geometry (same formula, charge and spin): 222.4 kJ/mol
E: -31164.5505 eV
gap between HOMO and LUMO: 8.50 eV
E_LUMO: 0.4 eV
SMILES string: CCOc1ccc(OCc2ccc(C(=O)Nc3cccnc3)o2)cc1
net charge: 0

[3]
# C19H18N4O3Ti

A structure of composition C19H18N4O3Ti (ωB97M-V with the def2-TZVPD basis set, the OMol25 dataset).

```
45
Properties=species:S:1:pos:R:3:mulliken_charge:R:1
Ti -0.10 0.27 -1.00 1.287
C -0.98 4.57 -1.93 -0.664
O -2.34 4.14 -1.87 -0.487
C -2.71 3.52 -0.71 0.480
C -3.72 4.08 0.05 -0.404
C -4.18 3.46 1.21 -0.709
C -3.61 2.27 1.61 -1.015
C -2.59 1.68 0.86 0.518
C -2.05 0.42 1.28 -0.342
N -1.07 -0.16 0.70 0.470
N -0.70 -1.44 1.14 -0.817
C -0.29 -2.14 0.12 0.733
O -0.28 -1.63 -1.11 -0.833
C 0.18 -3.52 0.32 0.410
C 0.22 -4.08 1.60 -0.324
C 0.67 -5.37 1.77 -0.661
C 1.08 -6.12 0.67 -0.343
C 1.04 -5.57 -0.60 -0.701
C 0.59 -4.27 -0.78 -0.321
C -2.15 2.29 -0.33 0.743
O -1.22 1.73 -1.12 -0.820
H -0.95 5.41 -2.62 0.303
H -0.33 3.78 -2.32 0.158
H -0.63 4.89 -0.95 0.330
H -4.14 5.02 -0.29 0.473
H -4.97 3.91 1.80 0.405
H -3.95 1.77 2.51 0.394
H -2.51 -0.10 2.12 0.426
H -0.11 -3.49 2.45 0.436
H 0.69 -5.81 2.76 0.404
H 1.42 -7.14 0.81 0.402
H 1.35 -6.15 -1.46 0.409
H 0.55 -3.82 -1.76 0.426
C 2.66 -0.08 1.29 -1.061
C 2.89 0.49 -0.07 0.318
N 1.96 0.73 -0.99 0.086
C 2.62 1.22 -2.11 -0.552
C 3.94 1.28 -1.85 -0.465
N 4.09 0.81 -0.56 -0.034
H 1.60 -0.07 1.53 0.182
H 3.19 0.49 2.04 0.411
H 3.01 -1.12 1.33 0.301
H 2.09 1.50 -3.01 0.442
H 4.78 1.60 -2.45 0.406
H 4.96 0.73 -0.07 0.201
```

Output
energy relative to the best compared isomer or geometry (same formula, charge and spin): 8.8 kJ/mol
E: -55209.8995 eV
gap between HOMO and LUMO (alpha / beta): 8.09 / 7.88 eV
expectation value of S²: 0.7545
E_LUMO (alpha / beta): -3.2 / -3.5 eV
spin multiplicity: 2
net charge: +1

[4]
# C19H18N4O4S

An isolated molecule of C19H18N4O4S at a distorted geometry (ωB97M-V with the def2-TZVPD basis set, the OMol25 dataset).

```
46
Properties=species:S:1:pos:R:3:mulliken_charge:R:1
C -0.50 -0.68 -2.19 -1.351
C -1.55 -0.91 -1.16 0.502
N -1.59 -1.99 -0.44 -0.506
O -2.66 -1.90 0.38 -0.225
C -3.31 -0.75 0.15 0.366
C -4.54 -0.45 0.93 -1.354
C -2.65 -0.06 -0.83 0.949
C -2.95 1.26 -1.44 -1.087
S -3.23 2.60 -0.21 -0.194
C -1.92 2.31 1.01 -0.515
C -0.52 2.37 0.47 0.633
O -0.18 2.17 -0.67 -0.591
O 0.35 2.63 1.45 -0.301
C 1.71 2.43 1.10 -0.732
C 1.89 0.98 0.71 0.502
N 1.17 0.14 1.35 -0.541
C 1.25 -1.19 1.05 0.270
C 0.46 -2.10 1.75 -0.370
C 0.53 -3.44 1.44 -0.408
C 1.39 -3.90 0.44 -0.661
C 2.18 -3.01 -0.25 -0.559
C 2.12 -1.65 0.05 0.147
C 2.95 -0.70 -0.67 0.752
O 3.73 -0.97 -1.56 -0.748
N 2.78 0.64 -0.27 0.143
C 3.58 1.62 -0.99 -0.866
C 4.43 2.38 -0.10 0.447
N 5.09 2.97 0.62 -0.468
H -0.95 -0.65 -3.18 0.503
H 0.23 -1.47 -2.14 0.299
H -0.02 0.28 -2.00 0.144
H -4.42 -0.77 1.96 0.342
H -5.38 -0.99 0.50 0.375
H -4.75 0.62 0.89 0.313
H -3.89 1.24 -2.00 0.499
H -2.14 1.58 -2.09 0.389
H -2.05 3.06 1.79 0.481
H -2.06 1.32 1.45 0.154
H 1.97 3.12 0.29 0.427
H 2.29 2.68 1.99 0.230
H -0.19 -1.74 2.52 0.516
H -0.08 -4.15 1.98 0.415
H 1.43 -4.95 0.21 0.418
H 2.86 -3.34 -1.03 0.486
H 2.94 2.30 -1.57 0.310
H 4.20 1.04 -1.69 0.465
```

Output
energy relative to the best compared isomer or geometry (same formula, charge and spin): 53.0 kJ/mol
E: -44980.6100 eV
gap between HOMO and LUMO: 9.17 eV
E_LUMO: 0.4 eV
SMILES string: Cc1noc(C)c1CSCC(=O)OCc1nc2ccccc2c(=O)n1CC#N
net charge: 0

[5]
# C19H19AuN5S

A structure of composition C19H19AuN5S at a distorted geometry (ωB97M-V with the def2-TZVPD basis set, the OMol25 dataset).

```
45
Properties=species:S:1:pos:R:3:mulliken_charge:R:1
Au 0.05 0.84 0.00 0.933
C 4.50 0.96 0.00 -0.821
C 4.74 2.32 0.00 -0.488
C 3.67 3.21 0.00 -0.492
C 2.38 2.72 0.00 0.724
N 2.15 1.38 0.00 -0.296
C 3.18 0.53 0.00 0.159
C 1.19 3.60 0.00 0.532
C 1.19 4.98 0.00 -0.349
C -0.03 5.65 0.00 -0.967
C -1.23 4.94 0.00 -0.328
C -1.18 3.55 0.00 0.581
N 0.02 2.97 0.00 -0.448
C -2.33 2.63 0.00 0.662
C -3.65 3.07 0.00 -0.505
C -4.68 2.15 0.00 -0.488
C -4.39 0.80 0.00 -0.787
C -3.06 0.42 0.00 0.083
N -2.06 1.30 0.00 -0.430
H 5.31 0.24 0.00 0.419
H 5.76 2.70 0.00 0.484
H 3.85 4.27 0.00 0.374
H 2.95 -0.53 0.00 0.280
H 2.11 5.54 0.00 0.416
H -0.05 6.73 0.00 0.467
H -2.17 5.47 0.00 0.410
H -3.87 4.13 0.00 0.388
H -5.71 2.49 0.00 0.486
H -5.16 0.05 0.01 0.405
H -2.78 -0.63 0.00 0.420
S 0.58 -2.06 -0.01 -0.004
C 0.04 -3.73 0.00 0.571
N -0.14 -4.34 -1.15 -0.116
C -0.30 -5.81 -1.25 -0.535
C 0.28 -6.47 -0.01 -0.603
C -0.26 -5.81 1.25 -0.534
N -0.11 -4.35 1.15 -0.117
H -0.06 -3.82 -2.01 0.221
H 0.22 -6.14 -2.14 0.378
H -1.35 -6.05 -1.37 0.316
H 1.37 -6.40 -0.02 0.316
H 0.03 -7.53 0.00 0.368
H 0.29 -6.14 2.13 0.378
H -1.31 -6.06 1.41 0.317
H 0.00 -3.82 2.01 0.220
```

Output
E: -41962.5864 eV
gap between HOMO and LUMO (alpha / beta): 8.27 / 4.90 eV
expectation value of S²: 2.0081
E_LUMO (alpha / beta): -9.5 / -12.8 eV
spin multiplicity: 3
net charge: +3